{"formula": "C33H70F6N10O13S2", "method": "wB97M-V/def2-TZVPD", "largest_force_ev_per_a": 3.88, "charge": -1, "spin_multiplicity": 2, "homo_ev": [-0.27, -6.53], "symbols": ["N", "H", "H", "H", "H", "C", "F", "F", "F", "S", "O", "O", "N", "S", "O", "O", "C", "F", "F", "F", "C", "O", "N", "C", "C", "H", "H", "H", "H", "H", "H", "H", "C", "O", "N", "C", "C", "H", "H", "H", "H", "H", "H", "H", "C", "O", "N", "C", "C", "H", "H", "H", "H", "H", "H", "H", "C", "O", "N", "C", "C", "H", "H", "H", "H", "H", "H", "H", "C", "O", "N", "C", "C", "H", "H", "H", "H", "H", "H", "H", "C", "O", "N", "C", "C", "H", "H", "H", "H", "H", "H", "H", "C", "C", "O", "C", "H", "H", "H", "H", "H", "H", "C", "C", "O", "C", "H", "H", "H", "H", "H", "H", "C", "C", "O", "C", "H", "H", "H", "H", "H", "H", "C", "C", "N", "H", "H", "H", "C", "C", "N", "H", "H", "H"], "positions_angstrom": [[-2.143293, 0.533289, -1.919863], [-2.318603, -0.451331, -1.778803], [-1.657733, 1.017139, -1.178103], [-2.989633, 1.076119, -1.824243], [-1.661333, 0.742319, -2.782483], [0.660847, -0.894981, 0.315947], [0.311437, -1.034321, -0.954373], [0.692257, -2.096361, 0.929187], [1.835967, -0.344161, 0.436427], [-0.610983, 0.253709, 1.190377], [-1.776973, -0.602431, 1.426597], [0.096247, 0.657749, 2.385467], [-0.920033, 1.568379, 0.068117], [-1.035393, 2.735639, 1.009327], [-1.995453, 2.519749, 2.060837], [0.154697, 3.447849, 1.388917], [-1.917723, 3.906299, -0.275303], [-3.114003, 3.365859, -0.678413], [-2.135733, 5.006539, 0.407767], [-1.194493, 4.051379, -1.370533], [-2.831813, 4.524349, -6.450363], [-3.310043, 3.578049, -7.052793], [-2.939463, 4.797539, -5.082703], [-1.827483, 5.504949, -4.353423], [-3.732813, 3.885919, -4.232393], [-2.184623, 5.255259, -6.959393], [-1.114903, 4.794429, -3.934503], [-2.289103, 6.074589, -3.546883], [-1.245203, 6.143139, -5.018083], [-4.135203, 4.280499, -3.299393], [-4.586913, 3.396449, -4.700413], [-3.083073, 3.052039, -3.966713], [-2.197403, -3.017461, -1.021683], [-2.359973, -2.123571, -1.817243], [-1.986623, -4.308271, -1.380813], [-1.745343, -5.308921, -0.333963], [-2.118463, -4.810751, -2.693113], [-2.022343, -2.851801, 0.052617], [-1.001283, -6.035501, -0.660403], [-2.634563, -5.913921, -0.156913], [-1.297033, -4.972281, 0.600807], [-3.060743, -5.357341, -2.655033], [-2.261523, -4.006081, -3.414323], [-1.360783, -5.502681, -3.060883], [-0.141793, 1.884589, -4.778613], [-1.109703, 1.553569, -4.063813], [1.073857, 1.323259, -4.716733], [2.086557, 1.534999, -5.776213], [1.534107, 0.582559, -3.496393], [-0.225983, 2.500509, -5.687323], [1.657277, 1.854289, -6.725883], [2.465507, 0.519469, -5.890993], [2.889147, 2.224889, -5.515433], [2.490907, 1.021729, -3.213983], [0.829677, 0.704599, -2.673603], [1.773317, -0.471941, -3.633913], [2.492137, -6.962031, 3.392447], [3.018067, -6.404781, 4.355967], [1.707087, -6.363551, 2.440617], [1.142937, -7.088801, 1.301057], [1.306587, -4.990671, 2.550767], [2.558657, -8.056491, 3.292777], [0.055517, -7.158291, 1.329307], [1.571777, -8.088681, 1.367547], [1.395507, -6.569421, 0.376637], [1.542647, -4.425361, 1.649217], [0.231977, -4.875001, 2.691917], [1.767697, -4.495991, 3.405627], [-5.425323, -4.385061, 1.218337], [-5.945073, -3.600621, 0.470687], [-4.487823, -4.067641, 2.087717], [-3.657943, -5.078091, 2.778267], [-4.212573, -2.724011, 2.569657], [-5.579033, -5.474961, 1.192137], [-3.959853, -5.230081, 3.814537], [-2.601093, -4.830031, 2.876417], [-3.575693, -6.048231, 2.288207], [-4.699863, -2.653781, 3.542137], [-3.156273, -2.539041, 2.764907], [-4.495853, -1.858651, 1.970487], [-1.189143, 1.613929, 5.606667], [-0.708583, 2.142949, 6.619027], [-2.352933, 0.903379, 5.573837], [-2.904413, 0.210439, 4.357587], [-3.379553, 1.065529, 6.661207], [-0.755653, 1.641069, 4.594957], [-2.093773, -0.300971, 3.838537], [-3.514073, 0.909669, 3.785317], [-3.504513, -0.659751, 4.623577], [-3.661573, 0.054119, 6.953807], [-2.976873, 1.557949, 7.546337], [-4.198203, 1.670529, 6.271477], [4.958347, 2.795939, 4.023067], [4.264107, 1.618829, 3.485127], [4.556697, 0.441959, 3.670137], [3.272177, 1.893809, 2.308137], [5.904157, 2.835789, 3.482747], [5.123497, 2.867919, 5.098077], [4.399527, 3.646439, 3.632607], [2.941377, 2.922779, 2.449177], [2.422927, 1.211969, 2.352437], [3.795547, 1.743609, 1.363867], [1.399857, 6.887719, 1.327057], [0.930367, 8.295739, 1.238907], [0.878197, 9.086069, 2.195307], [0.453117, 8.846689, -0.088493], [0.730767, 6.101959, 0.976337], [1.717177, 6.792249, 2.365467], [2.255307, 6.804049, 0.656757], [0.028757, 9.847219, -0.005023], [-0.239693, 8.128389, -0.526853], [1.318027, 8.913939, -0.748413], [1.980347, -4.218501, -1.756193], [3.134157, -5.150521, -1.836143], [2.932707, -6.360021, -2.079383], [4.533627, -4.636131, -1.884503], [1.356697, -4.393141, -0.879463], [1.314637, -4.382711, -2.603523], [2.343307, -3.191431, -1.794713], [4.562137, -3.806971, -2.591453], [5.220077, -5.421881, -2.199893], [4.886687, -4.340571, -0.896523], [5.349507, -0.447331, 0.206997], [4.835527, -0.780161, -1.134213], [4.491187, -1.085031, -2.194283], [5.406747, 0.636689, 0.305527], [6.295207, -0.898091, 0.507907], [4.540397, -0.699951, 0.892287], [1.831007, 3.291489, -1.644903], [3.156237, 2.846739, -1.222893], [4.162157, 2.437399, -0.876933], [1.152827, 2.438339, -1.627863], [1.823877, 3.736509, -2.639893], [1.549577, 4.133139, -1.012033]], "forces_ev_per_angstrom": [[-1.6622, 0.4863, -0.6769], [0.0207, -0.8155, 0.3876], [1.5361, -0.0420, 1.6366], [-0.7391, -0.1358, -0.6999], [0.0286, 0.0724, -0.7095], [-1.4820, -0.1595, 2.6267], [0.3078, -0.4157, -0.8803], [0.5995, -1.5682, -0.5446], [1.6827, 0.3307, -0.7804], [0.4310, -2.9860, -0.6994], [-0.1943, 0.1071, -0.1090], [0.0063, 0.2625, 0.0760], [0.8018, 0.0962, 0.1782], [-1.5575, 2.6048, -0.5664], [-0.7150, 0.5810, 0.2881], [0.6147, 0.6331, -0.3795], [-0.0039, -2.5819, 2.7501], [0.3819, 0.5623, 0.0504], [-0.5446, 1.8407, -0.8613], [0.3043, 0.9533, -0.6885], [0.3614, -0.4670, 1.2770], [-0.1483, 0.7681, 0.5635], [-0.0320, -0.0248, -0.4060], [-1.0597, -0.6021, -0.7327], [0.4722, -1.0242, -0.0590], [0.0188, 0.1448, 0.0525], [-0.1695, -0.2331, 0.1640], [0.2410, 0.0974, -0.0563], [-0.3707, 0.1523, -0.1386], [0.4345, 0.7713, -0.1571], [0.1661, 0.5096, -0.7279], [0.1064, -0.1101, 0.2485], [1.4050, -0.9744, 0.2975], [-0.6887, 0.4255, -0.7438], [1.1908, 0.1450, 2.3807], [0.2376, -0.6264, -0.5435], [-1.5391, -0.1878, -1.1062], [-0.4105, 0.1490, 0.0092], [0.1205, 0.0556, -0.5283], [-0.2711, 0.1584, 0.2605], [-0.5005, 0.7667, -0.0758], [-0.1861, -0.4055, -0.6252], [0.1855, 0.0757, 0.1913], [0.3983, 0.2019, 0.4781], [-0.6374, -1.8513, -0.1426], [1.4396, 1.4204, -1.1447], [0.4838, 0.2779, 0.8148], [-0.5324, -0.8415, 0.6200], [0.2667, 0.6864, -0.5621], [-0.4003, 0.2962, 0.3016], [-0.2936, -0.0298, 0.2115], [0.5474, 0.2287, -0.4493], [-0.0363, -0.0616, 0.3269], [0.0154, 0.1181, 0.1629], [-0.0276, -0.0812, -0.3370], [-0.4587, -0.0533, -0.4488], [-0.1754, 0.7696, 0.9325], [-0.6587, -0.4371, -1.2868], [-0.0819, -0.4041, 0.1553], [0.6450, 0.0068, 0.8713], [0.0455, 0.8753, 0.2625], [0.1063, 0.0025, -0.4158], [-0.1499, 0.0084, 0.3282], [-0.1277, -0.0458, -0.5626], [0.2852, -0.2617, -0.1212], [0.2066, -0.0038, -0.0742], [-0.2781, -0.2967, 0.0171], [0.2106, -0.2254, -0.1200], [0.4088, -0.6904, -0.8691], [-1.1919, 0.5454, -0.5468], [2.8703, -0.1826, 1.7169], [-0.1120, -0.2296, 0.2153], [0.0728, 0.6960, 0.6804], [-0.2832, -0.1793, -0.1725], [-0.3794, -0.0635, 0.0496], [-0.0358, 0.8707, -0.3697], [-0.7917, 0.0295, -0.2646], [-0.1476, 0.3241, 0.1505], [0.1751, -0.4521, -0.2264], [-0.4606, -0.6243, -0.4317], [-0.0420, -0.0437, 0.4848], [-0.7750, -0.5290, -1.3565], [-1.6827, -0.2416, 0.7794], [1.0544, 0.3102, 1.0874], [1.4589, -0.3598, -0.6871], [0.4594, 0.0491, 0.2020], [0.0850, 0.9105, -0.5439], [0.3284, -0.2042, -0.4239], [-0.3813, 0.2720, 0.7029], [-0.5088, 0.1400, -0.0014], [0.2978, 0.0450, -0.3010], [-0.2512, -0.2565, 0.0357], [0.0902, 1.1218, -0.0688], [-0.8506, -2.8259, -2.5172], [0.1401, 1.1827, 0.8225], [0.4220, 0.3274, 1.7158], [0.3108, -0.0875, 0.1983], [-0.0468, -0.2581, -0.1345], [0.1524, 0.3085, 0.5829], [-0.3608, -0.0745, -0.6930], [0.0689, 0.0891, 0.0811], [-0.0030, 0.2424, 0.1347], [0.6923, 0.3498, 0.3109], [-1.4437, 2.6807, 0.9713], [0.5622, -1.9092, -1.1186], [0.3963, -0.5251, -0.2049], [-0.4186, 0.1932, 0.3625], [-0.0190, -0.6552, -0.1493], [0.3458, -0.0095, 0.0582], [-0.0794, -0.2624, 0.2360], [-0.1342, 0.1317, -0.1955], [0.0649, -0.0889, -0.2268], [-0.1425, 0.7086, 0.0530], [-0.2510, -3.3434, -1.5588], [0.1653, 2.0723, 0.9044], [0.3533, -0.1460, 0.1810], [0.1936, 0.1243, 0.2263], [0.1346, -0.1136, -0.1503], [-0.2887, 0.1113, 0.2629], [0.2047, 0.2430, 0.2728], [-0.2645, -0.0778, -0.1529], [-0.1715, 0.5119, 0.0229], [-1.0733, 0.5153, -0.0113], [0.7274, -0.3010, -0.4093], [0.0247, 0.2580, 0.7675], [0.2438, 0.0074, -0.2956], [-0.2304, -0.2157, -0.3803], [0.2037, -0.3166, 0.3263], [0.2581, 0.5596, -0.0364], [-1.0312, 0.2318, -0.6121], [1.0024, -0.2164, 0.1774], [-0.2052, 0.4200, 0.4288], [0.3621, -0.3293, -0.2605], [-0.4456, -0.4593, 0.4083]]}